2 unconnected molecules or ions with the total composition C53H59F9N5. Source: OMol25; level of theory: ωB97M-V with the def2-TZVPD basis set.

Geometry as XYZ:
```
126
Properties=species:S:1:pos:R:3:lowdin_charge:R:1
C -3.840 -2.512 -4.251 -0.05
C -3.892 -3.398 -3.010 -0.38
C -4.506 -4.768 -3.291 -0.06
C -4.590 -2.706 -1.831 -0.12
C -5.955 -2.465 -1.906 -0.03
C -6.649 -1.977 -0.800 -0.05
C -5.967 -1.647 0.368 -0.03
C -4.592 -1.846 0.474 -0.11
C -3.890 -1.630 1.822 -0.37
C -4.749 -2.103 2.998 -0.08
C -3.467 -0.190 2.068 -0.07
C -3.910 -2.308 -0.668 -0.09
N -2.494 -2.507 -0.634 -0.01
N -2.065 -3.781 -0.611 0.19
N -0.731 -3.704 -0.388 0.02
C -0.114 -4.927 0.067 -0.11
C -0.059 -6.005 -0.839 -0.13
C -0.700 -5.938 -2.232 -0.38
C -1.649 -7.101 -2.521 -0.06
C 0.346 -5.774 -3.328 -0.05
C 0.640 -7.148 -0.450 -0.02
C 1.154 -7.245 0.845 -0.05
C 0.945 -6.233 1.781 -0.02
C 0.252 -5.078 1.422 -0.12
C -0.153 -4.073 2.505 -0.37
C 1.010 -3.202 2.971 -0.05
C -0.819 -4.774 3.697 -0.06
C -0.311 -2.372 -0.366 -0.11
C 1.080 -2.008 -0.373 -0.13
C 1.478 -0.656 -0.180 -0.01
C 2.803 -0.297 -0.360 -0.02
C 3.761 -1.272 -0.610 -0.14
C 5.183 -0.810 -0.682 -0.52
F 6.089 -1.825 -0.662 0.13
F 5.423 -0.070 -1.815 0.11
F 5.454 0.002 0.395 0.10
C 3.427 -2.614 -0.744 0.01
C 2.092 -2.971 -0.662 0.00
C -1.441 -1.576 -0.555 -0.23
C -1.679 -0.214 -0.713 -0.01
H -3.300 -1.585 -4.026 0.08
H -3.313 -3.030 -5.059 0.08
H -4.847 -2.248 -4.599 0.08
H -2.861 -3.569 -2.693 0.10
H -4.483 -5.388 -2.387 0.09
H -5.549 -4.673 -3.613 0.08
H -3.947 -5.291 -4.075 0.08
H -6.467 -2.691 -2.846 0.12
H -7.731 -1.859 -0.849 0.11
H -6.497 -1.248 1.237 0.12
H -2.977 -2.245 1.814 0.12
H -5.176 -3.093 2.820 0.09
H -4.131 -2.159 3.899 0.08
H -5.567 -1.403 3.200 0.08
H -2.783 0.161 1.292 0.03
H -4.333 0.481 2.092 0.09
H -2.952 -0.130 3.034 0.08
H -1.320 -5.038 -2.224 0.09
H -2.423 -7.161 -1.749 0.09
H -2.151 -6.949 -3.484 0.07
H -1.119 -8.060 -2.561 0.08
H 0.957 -4.884 -3.141 0.07
H 1.015 -6.643 -3.367 0.08
H -0.135 -5.663 -4.306 0.08
H 0.773 -7.964 -1.170 0.12
H 1.697 -8.142 1.138 0.11
H 1.296 -6.343 2.811 0.12
H -0.905 -3.413 2.053 0.11
H 1.491 -2.696 2.128 0.06
H 0.654 -2.432 3.666 0.08
H 1.771 -3.805 3.482 0.09
H -1.602 -5.464 3.363 0.09
H -0.090 -5.343 4.289 0.08
H -1.295 -4.039 4.357 0.08
H 0.720 0.080 0.104 0.07
H 3.102 0.745 -0.306 0.11
H 4.176 -3.377 -0.926 0.13
H 1.820 -4.018 -0.825 0.11
H -0.870 0.494 -0.833 0.01
H -2.708 0.070 -0.914 0.05
C 1.943 9.715 -2.599 -0.04
N 1.497 8.515 -3.272 -0.10
C 1.098 8.680 -4.667 -0.03
C -0.384 8.883 -4.733 -0.52
F -0.884 9.012 -5.990 0.14
F -1.037 7.828 -4.133 0.12
F -0.744 10.000 -4.010 0.12
C 1.353 7.339 -2.605 -0.19
C 1.162 6.093 -3.286 0.01
C 1.040 4.908 -2.585 0.02
C 1.257 4.867 -1.172 -0.20
C 1.514 3.665 -0.465 0.10
C 2.179 3.641 0.792 -0.20
C 1.958 2.515 1.637 0.00
C 2.542 2.452 2.872 0.00
C 3.190 3.593 3.418 -0.19
N 3.267 3.733 4.792 -0.11
C 2.244 3.094 5.616 -0.03
C 4.568 3.813 5.464 -0.04
C 4.900 5.200 5.942 -0.52
F 5.945 5.226 6.833 0.12
F 5.253 6.006 4.880 0.09
F 3.817 5.789 6.547 0.12
C 3.596 4.635 2.549 0.03
C 3.091 4.653 1.264 0.00
C 1.225 6.141 -0.508 0.00
C 1.355 7.333 -1.187 0.02
H 2.889 9.550 -2.061 0.11
H 2.121 10.488 -3.354 0.10
H 1.204 10.095 -1.875 0.11
H 1.575 9.587 -5.050 0.15
H 1.372 7.805 -5.261 0.14
H 1.162 6.080 -4.381 0.12
H 0.851 3.984 -3.134 0.13
H 1.252 2.701 -0.908 0.13
H 1.279 1.719 1.317 0.11
H 2.443 1.553 3.481 0.13
H 1.498 2.612 4.974 0.08
H 2.708 2.337 6.260 0.10
H 1.734 3.828 6.258 0.10
H 4.529 3.175 6.362 0.14
H 5.365 3.514 4.772 0.16
H 4.239 5.434 2.922 0.12
H 3.375 5.482 0.607 0.12
H 1.140 6.172 0.580 0.13
H 1.467 8.292 -0.666 0.12
```

Output
LUMO energy	-4.7401	eV
total charge	+1
orbital gap	3.357	eV